DFT (ωB97M-V/def2-TZVPD) results for 18 unconnected molecules or ions with the total composition C51H144N9O18 at a distorted geometry.

Geometry as XYZ:
```
222
Properties=species:S:1:pos:R:3:forces:R:3
C 11.540929 -6.410650 15.905188 0.658 -1.514 1.213
H 11.165322 -13.449014 23.199770 0.057 -0.017 -0.457
C 4.262422 -16.124206 21.399913 0.418 0.575 0.017
O 11.514272 -20.032245 25.752268 -0.345 -0.709 2.099
O 4.893469 -11.648915 22.427019 -0.050 -0.259 0.058
H 11.700653 -20.400278 23.756786 -0.998 -0.272 0.426
C 4.483816 -15.108332 20.221348 -1.913 -0.483 0.925
H 7.219875 -21.099304 18.929514 0.042 0.148 0.500
C 14.208775 -14.106193 17.324811 1.044 -0.943 0.355
C 7.659706 -20.543440 19.777804 0.370 0.235 -0.126
C 10.038732 -21.497346 24.749688 0.132 -0.552 -1.376
C 14.731243 -18.337937 21.383676 0.005 -1.502 -0.133
H 17.397040 -19.891831 26.528307 -0.681 -0.734 -0.084
C 8.192918 -10.365085 25.732335 -0.024 -1.060 0.107
O 3.758128 -16.767559 18.679924 0.680 -1.317 -0.582
H 6.835351 -10.140012 20.934587 -1.980 0.344 0.457
H 9.017836 -11.504282 16.241929 0.562 0.143 0.160
H 12.010387 -22.841413 19.090216 -0.358 -0.638 1.056
H 9.432908 -16.994979 23.213976 -0.368 -2.130 0.622
H 15.795406 -18.599027 21.191615 -0.560 0.180 0.568
H 12.089307 -18.234758 25.149465 0.094 0.860 -0.179
H 11.994413 -15.600012 22.449845 0.618 -0.047 0.673
H 7.598291 -10.925480 24.979912 0.211 0.741 -0.111
H 10.301136 -19.402045 24.240030 -0.387 0.422 -0.178
H 6.778462 -10.799517 27.161440 0.431 0.586 -0.097
H 10.066390 -19.553633 17.792543 0.998 -0.123 -0.574
C 6.813113 -19.161599 23.128876 0.010 1.044 -0.549
H 12.173744 -23.180712 20.946251 -0.954 0.021 -1.434
H 4.298195 -11.864603 23.164107 0.429 0.069 -0.361
H 5.926970 -10.112593 23.347384 0.081 0.216 0.084
C 8.990635 -9.193666 25.144207 0.677 -1.093 -0.279
H 11.355586 -5.980606 17.900082 0.755 -0.058 1.060
H 14.271440 -9.280074 15.615459 -0.663 -0.179 0.708
H 11.296029 -22.359503 26.198491 0.007 -0.288 0.502
H 13.631801 -5.565772 16.196559 -1.290 -0.094 -0.469
H 14.328193 -15.317663 22.795893 0.185 -0.417 0.628
C 13.783226 -9.294078 16.628214 -0.383 0.703 -0.232
H 12.344898 -4.479321 15.549177 -0.096 0.826 0.314
H 17.731979 -19.653307 23.912661 -0.387 1.500 0.129
N 3.336332 -14.171237 20.033152 0.354 -0.076 -0.565
H 13.026531 -5.634697 14.515646 0.015 -0.400 0.073
H 10.006003 -11.844018 21.560614 -0.567 -0.392 -0.831
O 14.742052 -13.991893 18.643297 -0.278 -0.455 -0.069
H 11.626558 -22.949150 24.600466 0.189 0.029 -0.273
H 8.271663 -11.821424 21.254274 -0.596 0.993 -0.257
H 13.746865 -20.637773 20.643974 -0.067 0.145 -0.070
N 9.435599 -21.835974 23.463795 -1.057 0.129 -0.668
H 4.960444 -18.723091 24.952372 -0.684 -0.875 0.009
H 12.920950 -19.085820 22.088602 -1.085 0.098 0.332
O 12.671099 -12.486723 20.835336 -1.385 -0.600 0.427
H 7.522011 -13.115839 16.294509 -0.456 -1.617 2.059
H 13.364946 -12.632686 20.193942 0.093 -0.241 -0.502
O 7.324551 -9.395674 17.098077 0.227 1.247 -0.066
O 11.471275 -13.185291 24.077230 -0.445 -0.802 0.442
H 13.648413 -15.765817 24.409362 0.319 -0.183 -0.133
C 10.109233 -15.876189 21.613427 0.637 -1.417 1.039
H 17.139516 -18.285137 23.093057 0.657 -0.688 1.648
H 4.911885 -18.277875 17.656407 0.575 -0.403 0.603
H 7.286871 -17.345452 24.086854 -1.086 -1.396 0.839
H 5.068514 -9.935944 20.306281 0.950 -0.225 1.301
H 8.592777 -14.315510 19.122788 -0.092 0.209 0.049
H 7.425926 -15.429349 23.785903 0.213 0.033 0.086
H 13.129052 -14.353827 17.352468 0.590 0.124 0.079
H 7.078945 -19.598078 19.911178 0.669 -0.498 -0.301
H 14.589469 -9.427345 17.355426 -0.395 0.160 0.095
H 13.342477 -15.078613 19.716115 0.981 -0.133 -0.072
H 7.629297 -9.386904 27.498212 0.127 -0.328 -0.093
H 3.299937 -13.319494 20.594677 0.572 -0.668 -0.060
C 8.289861 -9.276616 18.129791 0.674 0.040 0.989
C 13.142869 -12.072572 25.408611 2.058 -0.477 -1.477
H 15.134401 -14.776079 24.277648 -0.372 0.874 0.168
H 8.752469 -11.046085 13.733806 0.312 -0.193 -0.528
C 4.852183 -15.948999 18.998403 1.134 0.591 0.035
C 12.590968 -12.353402 24.005044 0.545 0.799 0.204
O 13.103812 -8.027263 16.861532 2.282 -0.677 0.445
N 7.625013 -12.731053 15.413639 1.021 1.652 -1.495
C 13.924963 -19.432888 22.170508 1.401 1.134 -0.190
H 7.303396 -13.331216 19.896118 0.012 -0.965 -0.163
O 11.363450 -12.708174 18.068493 -0.538 -0.684 -1.582
H 8.049500 -10.064124 18.914635 0.513 0.973 -0.671
C 5.773980 -9.730830 21.185723 0.747 -1.587 -1.306
H 9.813428 -13.918812 25.923352 1.015 -0.098 -1.764
H 13.352284 -12.691295 23.275875 -0.270 -0.140 0.525
C 17.221368 -18.838475 26.412539 0.563 1.195 -0.166
N 7.229756 -9.965940 26.765842 -0.427 -0.053 -0.370
H 13.729166 -7.210791 20.579934 0.629 0.238 -0.364
H 9.397885 -22.230366 18.445443 1.152 0.537 0.965
H 13.554535 -11.921185 14.730978 0.207 0.137 0.217
C 11.465235 -23.111073 20.045589 -0.296 -0.734 0.807
H 5.159896 -15.359632 18.112947 -0.344 0.174 0.262
C 9.391067 -16.887596 20.681535 -0.299 0.336 0.896
H 13.397619 -19.325039 25.472411 1.189 -0.631 -0.858
N 17.552042 -18.620370 24.017689 -0.701 -0.240 -1.432
H 15.682907 -18.999189 24.864250 -0.617 -0.081 0.328
H 16.292537 -12.069617 17.167711 0.523 0.338 1.762
C 10.022341 -21.532146 19.117835 0.915 0.656 -1.037
H 15.096909 -15.273219 20.213779 -0.017 0.104 0.148
H 12.541299 -13.197331 15.526632 1.682 0.490 -0.688
H 13.044166 -7.201456 22.226414 0.146 0.116 -0.322
O 5.534082 -17.977331 24.998731 0.730 0.473 -0.178
H 8.672591 -14.664514 26.948574 -0.551 0.471 0.046
H 14.467922 -16.075225 18.744932 0.182 0.304 0.167
H 8.688073 -13.383596 23.223618 -0.907 -0.104 -0.212
C 9.157920 -20.275243 19.459047 0.511 -0.548 0.467
C 12.706845 -5.486453 15.550514 0.422 0.076 0.201
H 13.014190 -10.088321 16.734810 0.639 0.145 -0.232
H 5.278882 -14.462107 20.528524 0.788 0.185 -0.129
H 7.054002 -13.514706 22.298582 1.049 0.027 0.295
H 12.288985 -11.373985 23.651741 -0.169 0.398 -0.458
H 9.597730 -16.587224 19.686017 0.039 -0.158 -1.081
H 7.397252 -15.911826 22.146688 -0.189 -0.373 -0.350
H 7.162269 -10.289790 14.192672 1.408 0.115 -0.117
H 11.896526 -13.139698 20.589089 1.408 0.798 -0.057
H 18.271193 -18.485820 26.395594 -0.570 0.452 0.097
N 9.235852 -19.389909 18.300929 -0.763 0.557 0.769
H 11.775379 -17.361564 21.923191 -0.191 0.833 0.098
H 9.910419 -9.588458 24.632596 -0.748 0.380 0.525
H 6.717858 -12.678923 14.996630 -0.709 -0.071 -0.322
N 10.156250 -14.484997 21.233104 -0.179 0.438 0.573
C 12.432885 -19.029103 25.792582 0.439 1.575 0.557
H 9.582437 -14.091754 14.981415 -1.383 0.421 -0.399
H 9.289693 -8.454983 25.883375 0.065 -0.103 0.271
H 9.231907 -21.415878 25.494156 0.064 0.870 -0.388
H 6.026336 -10.844236 16.340984 1.096 0.681 -0.013
H 14.267662 -18.391254 20.400607 -0.068 0.328 -0.347
C 9.119322 -11.468645 26.240551 1.625 1.176 2.663
O 10.831552 -14.322763 20.027979 0.382 0.085 -0.394
C 9.208553 -13.732064 26.751851 -0.534 -0.143 1.192
H 8.758833 -9.622576 14.784450 0.135 0.758 -0.166
H 8.665885 -21.162849 23.311829 0.835 -0.678 -0.502
H 12.077776 -6.617295 20.859049 -0.002 0.035 -0.087
N 15.805481 -12.364042 16.378802 -1.362 -0.565 -1.879
H 14.033088 -11.963584 17.141201 -0.651 -0.419 0.523
C 10.824860 -22.662612 25.276971 0.489 -0.365 -0.332
H 12.070729 -15.978362 20.748366 -0.373 -0.692 0.914
H 7.103204 -11.358522 17.663764 -0.023 0.768 -1.269
O 15.499963 -16.657878 23.861807 -0.059 -1.265 -0.359
H 4.262509 -9.750718 22.735129 0.528 0.278 0.160
O 14.056148 -20.691793 21.551010 0.197 -0.664 0.233
H 12.372749 -8.216006 14.918965 -0.121 0.486 0.869
H 11.272558 -8.565928 16.315905 0.111 0.496 -0.638
H 9.974404 -15.497877 23.803615 0.098 0.334 -0.188
O 8.376595 -12.606651 26.572985 -0.541 -0.552 -0.245
H 7.465042 -18.795815 25.072056 0.267 -0.307 1.088
H 11.947129 -8.945264 19.902556 0.466 0.254 1.205
H 8.318719 -16.879740 20.864841 -0.067 0.041 -0.301
H 7.494522 -15.148329 20.172433 -0.339 0.226 0.209
H 12.653550 -18.634764 26.805589 -0.835 -0.293 -0.263
H 9.611472 -11.045848 27.252392 -0.685 -0.713 -1.737
H 8.429869 -8.679474 24.393659 -0.510 0.386 -0.455
C 8.235369 -10.513118 14.505342 -1.891 -0.158 -0.030
H 9.396899 -12.029094 19.828244 -0.018 0.083 0.208
H 14.047956 -13.606082 14.596078 -0.028 -0.154 -0.133
C 7.092258 -10.694544 16.702550 -0.977 -2.735 1.791
H 14.608957 -17.332781 21.760936 0.074 0.018 0.201
C 8.001447 -15.373712 22.855434 0.319 -0.036 1.183
H 7.834643 -18.954944 22.789629 -0.096 -0.052 -0.469
H 5.899844 -8.666980 21.117070 -0.029 0.707 0.650
H 9.888298 -13.573379 27.576779 0.276 0.144 0.598
C 10.893166 -20.257328 24.543368 0.862 -0.616 -0.202
C 8.090395 -13.923824 22.442605 0.599 0.612 0.781
H 2.408983 -14.563320 19.979943 0.192 -0.412 0.022
H 10.171622 -23.534436 25.365298 0.069 0.152 0.291
C 7.997878 -14.194042 20.038034 -0.187 0.523 -1.422
H 15.417787 -16.634085 25.887543 0.073 -0.357 0.586
H 10.143758 -14.903199 16.216103 0.375 1.093 -1.561
H 13.620825 -12.960241 25.870063 -0.260 0.384 -0.222
C 14.407288 -12.818713 16.584396 0.746 1.563 -0.709
C 12.838536 -7.338917 21.154687 -0.919 -1.095 0.673
C 16.132933 -16.919935 25.121580 -0.038 0.052 -1.385
H 11.458394 -8.908678 21.622505 -0.078 -0.369 0.283
C 16.549009 -18.396888 25.101548 1.120 -0.293 -0.130
H 10.843017 -6.509984 15.097817 -0.510 0.574 -0.617
C 9.191195 -12.224211 20.881006 0.689 -1.613 1.720
H 9.989337 -6.670968 17.318696 1.111 0.811 -0.384
H 13.945656 -11.293399 25.224369 -0.850 -0.746 0.620
H 4.011171 -15.521053 22.299787 0.349 -0.663 -0.341
H 12.387120 -11.709481 26.056833 -0.721 0.490 0.615
H 10.832020 -15.402347 18.792637 0.244 0.139 -0.408
H 16.383164 -12.997108 15.865149 0.190 -0.519 -0.294
H 6.765379 -20.237645 23.162936 -0.528 -0.461 0.559
H 3.472237 -16.866630 21.226115 0.036 0.434 -0.185
H 6.105037 -18.788022 22.368210 0.315 -0.159 0.232
H 5.201882 -16.712363 21.524812 -0.542 0.505 0.300
H 3.150983 -18.182755 17.329632 0.431 0.051 0.142
O 10.940622 -15.886967 17.908796 -1.816 -0.793 0.858
H 11.194326 -13.100477 17.157132 -0.034 0.642 1.761
H 5.801292 -16.524058 19.257374 -1.090 0.182 -0.126
C 5.221407 -10.259832 22.533035 -0.683 0.389 -1.063
C 14.411555 -15.168381 19.378758 -1.147 0.197 -0.246
H 9.349777 -9.434252 17.763699 -1.050 -0.005 0.305
C 12.089109 -7.870377 15.964203 -1.927 -0.522 -0.634
C 12.328165 -8.790598 20.975522 -0.394 1.409 -1.753
C 6.770935 -18.324870 24.408148 1.020 1.569 -1.480
C 14.581721 -15.598529 23.841198 0.298 0.731 -0.053
O 13.386085 -9.657154 21.244450 -0.468 -1.002 0.218
H 11.062757 -21.194680 18.531233 -2.815 -0.614 0.974
H 10.819174 -24.040088 19.964855 1.459 0.448 -0.292
H 14.810668 -14.957410 16.852467 -0.943 0.882 0.039
H 9.267701 -18.406323 18.562764 -0.195 -0.196 0.013
C 8.080647 -11.357252 15.727459 -0.371 -0.292 0.282
C 4.072279 -17.622237 17.549504 -1.861 0.963 0.752
H 7.554185 -21.074080 20.728525 -0.009 -0.295 -0.220
H 11.684236 -15.513583 17.494039 1.541 0.670 -0.633
H 9.978628 -11.739993 25.611864 -0.413 0.184 -0.399
C 8.897027 -13.770911 21.170685 -0.038 1.263 -1.019
H 8.261544 -8.235540 18.609278 -0.289 -1.449 -0.839
H 13.004787 -10.561031 21.144325 0.543 0.151 0.075
H 9.681254 -17.924758 20.873843 0.439 0.258 -0.051
H 9.666848 -19.956638 20.409878 -0.422 0.442 -0.791
H 17.022318 -16.277520 25.162987 0.017 -0.079 0.353
C 11.600438 -16.280627 21.719371 -0.374 -0.025 -1.216
C 9.418790 -15.980089 22.995976 -0.460 1.910 -1.158
H 14.177771 -19.556233 23.246074 0.063 0.130 -0.811
C 13.618406 -12.865096 15.268276 -1.451 -0.778 0.778
H 10.067651 -21.904603 22.629918 -0.758 0.418 1.236
H 10.904555 -13.287012 18.748457 0.418 0.399 -0.531
N 10.753977 -5.980994 17.116859 -0.678 -0.860 -1.714
H 16.694222 -18.413274 27.275376 0.185 -0.326 -0.021
H 4.260125 -16.961449 16.734872 0.277 0.410 -1.007
O 10.383007 -14.309881 15.422822 0.980 -1.525 2.264
O 10.506362 -22.109046 20.328580 -0.233 0.592 -0.732
```
Positions in Å, forces in eV/Å.

## Properties
2S+1: 1
Gap between HOMO and LUMO, eV: 7.12
E, eV: -105481.579
Total charge: -1